C30H24LuN2O3PSSe | ωB97M-V/def2-TZVPD

```
63
Properties=species:S:1:pos:R:3:forces:R:3:lowdin_charge:R:1
H 0.674 1.785 -3.182 0.106 0.083 -0.116 0.093
C -2.540 3.002 -3.594 -0.005 -0.399 0.078 -0.342
C -1.662 0.597 4.608 -0.038 0.045 0.035 -0.015
C 1.638 -2.928 1.993 0.012 0.090 0.008 -0.091
C -1.808 1.181 1.938 0.036 -0.155 -0.251 -0.272
C 0.555 -4.990 2.608 0.019 0.040 -0.012 -0.048
C -0.930 0.172 2.349 0.067 -0.127 0.010 -0.297
H -3.027 5.005 -4.258 -0.003 -0.020 -0.001 0.135
C -0.773 -3.073 2.032 0.078 0.063 -0.030 -0.105
C -0.689 -4.395 2.434 -0.064 -0.024 0.015 -0.055
C -0.524 -1.772 -3.617 0.200 -0.182 -0.035 -0.103
H 3.983 2.059 -0.359 0.007 0.002 0.020 0.116
C 1.342 -2.222 -1.587 -0.022 0.005 -0.143 -0.108
H -1.615 0.353 5.661 -0.001 0.011 -0.004 0.126
H 2.679 -4.720 2.534 -0.006 0.014 -0.007 0.118
O -2.985 2.324 -0.198 0.056 0.098 0.538 -0.235
C 2.387 0.289 2.690 0.036 0.035 -0.033 -0.069
C 1.768 0.218 1.446 -0.123 -0.150 -0.240 -0.352
H 1.868 0.817 -0.623 0.172 0.073 -0.038 0.055
C -1.480 2.068 -3.319 -0.415 -0.216 -0.189 -0.369
C -2.227 4.317 -4.023 0.193 0.287 -0.076 0.028
C 0.715 -1.126 -3.652 0.027 -0.243 -0.064 -0.113
C -0.916 4.673 -4.116 -0.332 0.145 -0.068 -0.032
N -1.898 0.840 -2.945 -0.253 0.812 -0.184 -0.390
N -3.766 2.522 -3.407 -0.010 0.777 -0.274 -0.186
H -1.593 -4.961 2.620 0.009 0.002 -0.023 0.118
C 1.648 -1.346 -2.632 -0.050 -0.216 -0.122 -0.105
C -0.843 -2.619 -2.551 0.185 -0.084 -0.144 -0.077
H 0.991 -0.544 -4.522 -0.053 0.134 0.065 0.131
C -2.494 1.619 4.175 0.065 -0.069 0.064 -0.019
C 4.147 1.627 1.738 -0.002 0.011 -0.057 -0.042
H 2.645 -0.930 -2.711 -0.039 0.125 0.076 0.131
H -3.085 2.178 4.886 -0.015 0.000 -0.012 0.127
H -1.770 -3.177 -2.565 -0.066 0.100 0.080 0.134
H 5.073 2.175 1.853 -0.006 0.001 0.017 0.121
H 0.620 -6.024 2.919 0.005 0.007 0.011 0.119
H -0.651 5.667 -4.451 -0.007 0.012 0.045 0.123
H 1.153 4.111 -3.831 -0.008 0.005 -0.061 0.124
C -2.585 1.907 2.822 -0.126 0.173 -0.185 -0.015
H -1.199 -1.681 -4.457 -0.090 0.156 0.081 0.130
C -0.886 -0.123 3.706 -0.049 0.057 -0.129 -0.054
C 0.128 3.769 -3.785 0.136 -0.372 0.157 -0.021
H 1.948 -0.205 3.548 0.017 0.012 0.012 0.110
C 2.354 0.858 0.354 -0.053 -0.102 0.219 -0.118
Lu -0.524 0.003 -1.378 2.826 -3.502 -3.143 1.487
H -0.108 -3.583 -0.772 -0.051 0.124 0.104 0.124
H 4.049 1.052 3.801 0.003 -0.012 -0.012 0.121
H -3.254 2.676 2.453 0.000 -0.027 0.006 0.131
H -1.740 -2.604 1.886 -0.039 -0.058 0.055 0.115
H 2.099 -2.477 -0.857 -0.058 0.124 0.116 0.123
C 3.538 1.562 0.493 0.039 0.030 -0.113 -0.053
C 0.393 -2.330 1.821 -0.204 0.047 -0.155 -0.391
Se -3.685 0.907 -2.843 -0.265 -0.579 -0.376 1.284
H -0.257 -0.928 4.064 0.025 -0.003 0.004 0.116
C 1.712 -4.257 2.388 0.045 -0.100 0.021 -0.051
C -0.133 2.481 -3.408 0.102 0.128 -0.033 -0.048
O -0.625 1.694 -0.350 -0.192 2.024 1.159 -0.440
H 2.547 -2.358 1.841 -0.013 -0.021 0.002 0.108
C 3.572 0.993 2.831 -0.006 -0.017 0.087 -0.039
C 0.096 -2.852 -1.544 0.049 -0.080 -0.151 -0.090
O -2.252 -0.012 -0.316 -1.311 0.123 0.871 -0.502
P 0.196 -0.656 1.151 0.823 -0.151 1.436 1.044
S -1.997 1.390 0.208 -1.363 0.934 1.086 0.552
```
Forces are in eV/Å.

As for the orbital gap: 7.76 eV. The charge is +2. The highest occupied orbital energy is -14.42 eV. The calculation puts the LUMO energy at -0.245 Ha.

***

C30H25AuN2OSSe | ωB97M-V/def2-TZVPD

```
61
Properties=species:S:1:pos:R:3:forces:R:3:lowdin_charge:R:1
C 0.613 -1.416 -5.390 -0.509 0.747 0.304 -0.089
Au 1.396 -0.305 1.981 0.026 0.239 -0.434 0.783
C 5.322 1.261 -0.335 -0.004 -0.777 0.097 -0.061
C 5.023 -0.080 -0.338 -0.952 0.372 0.021 -0.080
H -4.362 0.408 2.080 0.505 -0.041 0.221 0.100
C -3.645 1.899 3.449 -0.884 0.887 0.716 -0.088
C 2.734 3.859 1.744 -0.602 0.834 0.285 -0.118
N -0.025 -0.164 3.537 -1.201 2.445 0.900 -0.366
C 4.799 3.522 0.523 -0.385 0.485 0.060 -0.040
H -2.386 -5.156 0.220 0.061 -0.371 -0.038 0.094
H 2.278 -2.800 -5.441 -0.424 0.212 0.069 0.105
C 2.278 2.631 1.407 -0.355 -0.748 -0.436 -0.102
C -1.406 1.737 4.184 1.759 -0.457 0.337 -0.365
C -0.085 -0.458 -4.621 0.482 -0.742 0.740 -0.051
C 2.087 -1.871 -3.527 -0.533 1.044 0.437 -0.067
H 3.491 -1.592 -0.008 0.255 0.258 0.436 0.085
H 4.256 5.386 1.517 -0.033 -0.789 -0.190 0.104
C 3.754 -0.541 0.146 1.405 -0.294 -0.633 -0.166
C -1.198 0.534 3.348 1.093 -0.635 1.258 -0.344
C 3.154 1.698 0.769 1.169 0.511 -0.040 -0.218
H -1.728 -3.417 -1.435 0.402 -0.090 -0.261 0.113
S -1.380 -0.022 -0.995 -0.596 0.046 0.567 0.893
H 0.121 1.451 -1.902 -0.104 -0.125 -0.302 0.091
H -1.284 1.288 -3.009 0.169 -0.084 0.099 0.092
C 1.425 -0.922 -2.729 -1.641 -0.358 -1.692 -0.011
H 1.206 2.362 1.552 1.078 0.014 0.323 0.090
H -2.166 -0.808 1.913 -0.042 0.476 0.369 0.108
H 2.914 -2.418 -3.094 0.068 -0.035 -0.103 0.099
H 1.645 -0.794 -1.690 0.315 0.171 0.359 0.069
H -4.445 -4.807 1.654 0.590 0.577 -0.280 0.107
N -0.377 2.063 4.971 0.371 -0.829 -0.393 -0.236
C -2.760 -1.004 -1.750 0.315 0.707 -0.348 -0.265
C -2.655 2.457 4.190 0.492 -0.625 -0.525 -0.019
C -4.044 -4.003 1.008 0.417 -0.280 -0.044 -0.075
H -0.941 0.102 -4.984 0.081 -0.202 -0.333 0.104
C -2.561 -3.258 -0.784 -0.284 -1.181 1.394 -0.040
C -2.290 0.079 2.554 -0.381 -0.546 -0.536 -0.033
C -4.296 -1.829 0.055 -0.156 0.784 0.809 -0.073
C -2.933 -4.237 0.159 -1.184 0.988 -0.016 -0.046
H -5.461 -2.533 1.720 -0.183 0.004 0.001 0.100
C 1.692 -2.086 -4.853 0.564 -0.341 0.395 -0.103
H 6.246 1.632 -0.764 0.102 -0.031 0.220 0.106
H 5.750 -0.798 -0.662 0.212 -0.267 -0.456 0.087
C 3.975 4.343 1.279 0.862 0.032 -0.173 -0.094
C -0.527 0.738 -2.434 0.455 -0.751 -0.135 -0.277
H -4.649 2.330 3.512 0.395 0.001 -0.222 0.111
C -3.486 0.736 2.651 0.419 -0.498 -0.480 -0.065
H -3.512 -0.252 -2.010 -0.033 -0.236 -0.013 0.096
H 2.083 4.473 2.379 0.301 0.108 -0.473 0.103
H 5.757 3.895 0.126 -0.535 -0.190 0.255 0.111
C -4.676 -2.749 1.014 0.518 -1.147 -0.678 -0.090
H -2.744 3.389 4.746 -0.062 -0.395 -0.010 0.119
H -4.802 -0.861 0.099 0.246 -0.137 -0.426 0.109
Se 0.986 0.864 4.776 -2.773 0.048 -1.237 1.051
C 0.278 -0.247 -3.286 0.860 0.067 0.436 -0.250
C 2.891 0.312 0.758 -1.221 -0.522 -0.025 -0.332
C 4.430 2.161 0.268 -0.966 0.886 0.687 -0.176
H -2.342 -1.447 -2.639 0.066 -0.144 -0.493 0.086
C -3.239 -2.067 -0.817 -0.288 0.988 -0.215 -0.307
H 0.293 -1.632 -6.396 0.016 0.086 -0.185 0.096
O -0.475 -1.035 -0.398 0.261 -0.145 0.027 -0.565
```
Forces are in eV/Å.

As for the orbital gap: 5.91 eV. The charge is 0. The highest occupied orbital energy is -7.42 eV. The calculation puts the LUMO energy at -0.055 Ha.

***

C30H25BeI2N5O | ωB97M-V/def2-TZVPD

```
64
Properties=species:S:1:pos:R:3:forces:R:3:lowdin_charge:R:1
C 1.315 4.292 -0.779 -0.015 0.035 -0.010 -0.090
C -3.541 -2.626 2.847 -0.152 0.038 0.200 -0.226
C -2.776 0.642 4.505 0.022 0.076 0.048 -0.048
C -0.972 1.573 3.250 0.040 -0.112 -0.103 -0.118
H 3.766 -3.453 -4.618 0.002 -0.015 -0.012 0.077
C -3.615 -1.600 3.749 -0.411 -0.163 0.309 -0.655
N 1.676 -0.571 1.456 -0.244 0.312 -0.119 0.015
C -1.905 1.673 4.296 -0.094 -0.014 0.091 -0.046
N 2.627 0.363 1.547 0.021 0.145 -0.174 0.058
H 2.966 -1.972 -0.220 -0.044 0.062 0.032 0.109
H -0.600 3.488 -0.257 -0.006 0.010 -0.001 0.119
H -0.269 2.377 3.051 -0.021 0.001 0.029 0.110
I -5.088 -1.704 5.258 0.182 -0.006 -0.214 0.877
C -2.743 -0.496 3.669 0.314 0.040 -0.274 -0.210
H 3.694 -1.730 3.765 -0.010 0.000 0.003 0.099
H -2.545 0.342 0.544 -0.018 0.035 -0.051 0.081
H -0.697 1.993 -2.939 -0.004 -0.011 -0.016 0.114
H 1.018 5.314 -0.579 -0.023 -0.005 0.017 0.101
H -4.235 -3.452 2.907 0.029 -0.028 -0.011 0.079
C 2.054 1.683 -1.312 -0.195 -0.057 0.116 -0.068
C -2.580 -2.603 1.834 0.525 0.033 -0.567 -0.622
C -3.979 1.460 -2.304 -0.057 -0.018 -0.001 -0.114
C -2.608 0.750 -0.451 0.094 -0.053 0.058 -0.017
C 2.614 4.027 -1.206 0.067 0.002 -0.084 -0.115
H -1.931 2.558 4.916 0.002 -0.001 0.014 0.104
C 2.971 2.717 -1.476 0.029 0.002 0.111 -0.107
H 1.365 -2.372 2.457 -0.048 0.019 -0.034 0.129
C 2.373 -2.039 -1.125 0.070 -0.023 0.016 -0.102
C 2.156 -2.668 -3.427 0.008 0.068 0.143 -0.257
H 2.605 -2.451 -5.502 0.032 -0.008 -0.013 0.088
H 0.194 -2.252 -4.212 -0.025 0.019 0.010 0.122
C -1.659 -1.572 1.685 -0.202 -0.400 -0.055 -0.398
C 1.996 -1.506 2.339 -0.127 -0.097 -0.021 -0.099
C 0.749 1.926 -0.845 0.376 0.214 0.054 -0.305
C 0.380 -1.661 -2.168 -0.083 -0.012 -0.110 -0.075
H 3.936 -2.966 -2.248 0.013 0.013 -0.009 0.113
H -3.505 0.694 5.303 -0.008 -0.016 -0.012 0.057
C -1.585 1.690 -2.397 0.055 -0.047 -0.011 -0.042
C 2.713 -3.197 -4.714 -0.048 -0.033 -0.019 -0.040
C 2.919 -2.599 -2.266 -0.066 -0.011 -0.115 -0.012
H 2.166 -4.085 -5.034 0.019 -0.018 0.007 0.089
C -3.854 0.912 -1.038 -0.023 0.010 -0.045 -0.084
H -4.953 1.573 -2.761 0.001 0.028 0.002 0.093
Be 0.263 -0.490 0.305 0.119 -0.126 -0.437 0.111
H -0.630 -1.279 -2.084 0.015 0.018 -0.029 0.119
N 1.137 -1.550 -1.074 -0.032 -0.007 -0.003 0.055
H 3.322 4.831 -1.355 0.002 0.011 0.041 0.094
C -2.830 1.855 -2.976 -0.035 0.022 0.013 -0.097
C -1.757 -0.494 2.642 -0.159 -0.217 0.040 -0.169
H 2.586 1.154 0.911 0.056 -0.014 0.067 0.139
C 0.404 3.271 -0.600 0.027 -0.091 0.048 -0.028
C 3.184 -1.172 3.001 -0.011 0.053 -0.056 -0.044
O -0.789 -1.589 0.705 -0.198 0.450 0.679 -0.151
C 0.846 -2.204 -3.349 0.026 -0.025 0.023 0.003
H -4.738 0.614 -0.488 0.006 -0.023 0.008 0.102
N -0.901 0.529 2.467 0.368 0.236 -0.130 0.119
N -0.153 0.896 -0.597 0.083 -0.268 0.415 0.011
H 4.406 0.671 2.648 -0.023 0.036 -0.014 0.121
H 2.323 0.676 -1.596 0.061 -0.098 0.044 0.092
C -1.437 1.121 -1.119 -0.153 -0.041 -0.129 -0.285
H 3.972 2.490 -1.825 -0.021 -0.004 -0.058 0.099
H -2.905 2.287 -3.967 0.026 0.002 -0.001 0.098
C 3.558 0.037 2.456 0.028 0.007 0.051 -0.073
I -2.474 -4.126 0.395 -0.156 0.063 0.252 0.900
```
Forces are in eV/Å.

As for the orbital gap: 7.17 eV. The charge is 0. The highest occupied orbital energy is -6.80 eV. The calculation puts the LUMO energy at 0.014 Ha.

***

Which of these has the highest highest occupied orbital energy? C30H25BeI2N5O

***

Among the records above, which one has the highest highest occupied orbital energy? C30H25BeI2N5O